Entry 1:
# C20H29B2F8N2O8S2

An isolated ion of composition C20H29B2F8N2O8S2 and charge +1 (ωB97M-V/def2-TZVPD, the Open Molecules 2025 dataset).

The value obtained for the HOMO-LUMO gap is 7.76 eV. The LUMO energy is -0.1602 hartree. Its total charge is +1.

Atoms and positions in Å:
S -2.0159 -1.5839 -2.3304
S 0.1514 1.5031 2.6813
F -3.7824 -1.9835 0.3349
F 0.4764 -1.9429 -5.4863
F -0.6816 -0.2048 -4.9393
F -2.8744 -1.9658 2.3155
F -0.3724 -3.3091 -3.3879
F -4.2643 -3.5065 1.7568
F 0.5803 -1.4850 -2.7789
F -1.6705 -2.1012 -5.4162
O -2.9220 -0.7419 -3.0362
O 0.3394 3.4981 0.3617
O -2.5759 -2.8613 -2.0296
O -1.7995 -4.5376 1.8411
O -2.9477 2.1635 -2.1488
O 3.5118 3.0661 0.6920
O 4.5354 1.0914 0.2774
O -0.9368 1.5478 -3.1688
N -2.1087 3.6206 0.2901
N -0.4616 -0.8108 1.2888
C -3.2664 -2.7413 1.2941
C 0.0527 -1.5674 2.4564
C -1.3684 -0.7845 -0.8714
C -2.3418 4.2227 1.6310
C 4.0835 2.0697 1.0985
C 1.5298 -2.0139 2.2767
C 3.5433 0.6534 -0.6835
C -0.8765 1.2579 0.2466
C 4.3301 1.8670 2.5673
C -0.4481 0.5427 1.3163
C -1.3323 0.5815 -0.8720
C -1.9970 4.7444 -0.6850
C 2.3700 -1.0919 1.3935
C -0.9083 -1.4767 0.2179
C 3.5419 -0.8594 -0.8125
C -0.8806 -2.9811 0.2415
C -0.5040 -1.9893 -3.3831
C -0.6226 -1.5165 -4.8564
C 2.3214 -1.4507 -0.1041
C -2.1655 -3.6690 0.7900
B -1.7864 1.4826 -2.1188
B -0.8680 2.8698 0.2886
H -1.7822 5.6917 -0.1995
H 3.7695 1.1503 -1.6217
H 0.0097 -0.9704 3.3498
H -2.9409 4.8549 -1.2115
H -1.2602 2.2318 -3.7710
H 1.9543 -1.9804 3.2762
H 2.3223 -2.5334 -0.1869
H -1.8817 -5.4425 1.5352
H 3.4352 2.0764 3.1387
H -1.2275 4.5748 -1.4338
H -3.3612 2.2237 -1.2778
H 4.6798 0.8616 2.7807
H -2.6144 -4.2611 0.0030
H -1.4916 4.8157 1.9694
H 1.4663 -1.0108 -0.6121
H -3.2041 4.8802 1.5763
H 1.6253 -3.0427 1.9451
H 4.4455 -1.2374 -0.3416
H 2.5787 1.0358 -0.3459
H 1.0574 3.0699 -0.1190
H 3.5335 -1.0949 -1.8722
H 5.1059 2.5461 2.9073
H 3.4075 -1.2210 1.6926
H -0.0556 -3.3674 0.8171
H -0.6864 -3.2959 -0.7712
H -2.5823 3.4288 2.3347
H -0.4799 0.8809 3.6942
H -0.5625 -2.4321 2.6553
H 2.1519 -0.0387 1.5403

Entry 2:
# C20H29CdO4

C20H29CdO4 as an isolated structure (ωB97M-V/def2-TZVPD, the Open Molecules 2025 dataset).

The value obtained for the HOMO-LUMO gap is 6.23 eV. The LUMO energy is 0.0817 hartree. The calculation puts the energy relative to the best compared isomer or geometry (same formula, charge and spin) at 0.0 kcal/mol. Its total charge is -1.

Atoms and positions in Å:
Cd -0.7231 -0.0720 0.0990
O -3.4263 -5.4767 -3.7490
O -2.7251 -0.7305 0.7874
O -4.3608 -0.1500 2.2726
O -0.7613 -1.7611 -1.5814
C 0.6294 1.5361 -2.0769
C -0.8755 -3.7042 -2.5541
C -0.7694 1.4630 -1.7653
C 2.4876 -0.9985 0.8923
C -0.6608 -1.6389 -4.0408
C 2.1792 0.0509 1.8058
C 0.9734 -0.2778 2.4777
C 0.2675 2.8175 -0.1887
C -2.6625 -6.0749 -4.8231
C -1.4770 -3.0347 -1.3306
C -4.6671 -6.2164 -3.6199
C -0.1757 -2.3405 -2.7928
C 0.5080 -1.5353 1.9558
C 1.2564 2.3376 -1.0874
C 1.4735 -1.9886 0.9992
C -3.2541 -0.0294 1.7445
C -0.9958 2.2830 -0.5903
C 1.3288 -2.3951 -2.7249
C -4.5444 -7.5313 -4.4118
C -3.4871 -7.1920 -5.4781
H -0.1539 -0.6731 -4.1671
H 1.7641 -1.3947 -2.6380
H -2.3850 -5.2775 -5.5340
H -2.5507 -2.8356 -1.3688
H 0.5140 0.2769 3.2949
H -0.3568 -2.0981 2.3052
H -4.8783 -6.3758 -2.5517
H -1.9712 2.5402 -0.1803
H 1.7118 -2.8531 -3.6437
H -5.4944 -7.8610 -4.8366
H -1.7478 -1.4953 -4.0145
H 1.6650 -2.9986 -1.8799
H -4.1592 -8.3201 -3.7536
H 2.7977 0.9320 1.9935
H -5.4952 -5.6167 -4.0428
H 1.4523 -2.9513 0.4914
H 1.0994 1.1271 -2.9721
H 3.3813 -1.0662 0.2735
H -1.6255 -3.9886 -3.2980
H 2.3129 2.6071 -1.0693
H -1.1561 -3.4424 -0.3655
H -1.5477 1.0444 -2.4045
H -1.7220 -6.4819 -4.4069
H 0.4276 3.5244 0.6233
H -3.9830 -6.7914 -6.3674
H -2.8727 -8.0451 -5.7657
H -2.5917 0.7940 2.1265
H -0.4266 -2.2685 -4.9100
H -0.1774 -4.5096 -2.3040

Entry 3:
# C20H29FN9

A 5-piece molecular cluster, C20H29FN9 overall (ωB97M-V/def2-TZVPD, the Open Molecules 2025 dataset).

The value obtained for the HOMO-LUMO gap is 5.52 eV. The LUMO energy is -0.1471 hartree. The calculation puts the energy relative to the best compared isomer or geometry (same formula, charge and spin) at 28.6 kcal/mol. Its total charge is +1.

Atoms and positions in Å:
F -6.5058 -1.2808 2.3362
N -4.8540 -0.5175 0.8170
N -6.1376 -0.5602 1.2717
N 2.0410 1.6425 -0.0007
N -3.7257 2.8401 5.0143
N -0.9686 -0.3569 1.3268
N -6.2409 0.8895 -0.5944
N -3.8037 0.6684 -0.9941
N 1.4945 -3.0778 -0.8511
N 5.0332 -1.2425 -3.1604
C 3.1271 3.4079 -0.7912
C 6.1192 0.5230 -3.9504
C 7.0067 -0.5824 -3.9280
C 0.3086 -3.1476 -1.5357
C 4.9084 0.0849 -3.4745
C 2.1328 -4.2873 -0.9240
C -6.9828 0.2345 0.4536
C -2.4464 0.1149 -0.7333
C -4.9086 0.3664 -0.3000
C 1.3507 -5.1344 -1.6694
C -1.8350 1.7250 5.3314
C 0.1949 -4.4122 -2.0575
C -2.7275 2.5886 5.9160
C 6.3085 -1.6583 -3.4388
C -2.3085 1.4483 4.0251
C 3.3172 1.2274 -0.2793
C 1.9159 2.9702 -0.3156
C 4.0149 2.3033 -0.7688
C -3.4768 2.1537 3.8568
C -1.6988 0.7280 0.5475
H -2.7390 3.0437 6.8941
H 4.3020 -1.8225 -2.7846
H -2.5556 -1.0069 -0.5937
H 0.9791 3.4872 -0.1727
H 3.9719 0.6012 -3.3310
H -0.2823 -0.8280 0.7233
H 8.0411 -0.5895 -4.2365
H 3.0861 -4.4396 -0.4417
H 3.3496 4.4116 -1.1203
H 1.3108 1.0623 0.3757
H -4.0300 -0.9826 1.2123
H 5.0494 2.2966 -1.0774
H 3.6171 0.2054 -0.1041
H -0.8661 1.4095 0.1502
H -2.3486 1.3565 1.2312
H -0.3483 -2.2927 -1.5933
H 6.3418 1.5269 -4.2794
H 1.8423 -2.2658 -0.3693
H -3.9550 1.2990 -1.7977
H -4.1507 2.2251 3.0158
H -4.5190 3.4378 5.1771
H -1.6289 -1.0183 1.7473
H -0.6289 -4.7778 -2.6517
H 1.5840 -6.1607 -1.9086
H -0.9396 1.3363 5.7922
H -1.8486 0.8074 3.2889
H -1.8044 0.3638 -1.6451
H 6.6078 -2.6802 -3.2642
H -8.0910 0.3353 0.6340

Entry 4:
# C20H29N3O2

One molecule with the formula C20H29N3O2 (ωB97M-V/def2-TZVPD, the Open Molecules 2025 dataset).

The value obtained for the HOMO-LUMO gap is 9.36 eV. The LUMO energy is 0.0279 hartree. The calculation puts the energy relative to the best compared isomer or geometry (same formula, charge and spin) at 69.1 kcal/mol. As for the structure (SMILES): OCC1(CCOc2ccccc2)CCN(CCCn2cccn2)CC1.

Atoms and positions in Å:
O -3.8784 -0.1605 -1.3211
O -1.6322 -1.6691 -0.7223
N 1.8470 1.0144 0.3122
N 6.1290 0.0278 0.0518
N 6.4299 -0.7149 -1.0079
C -0.3848 1.2778 1.2718
C -5.5985 0.8043 0.1352
C -7.1589 -0.7188 1.1552
C 4.1428 1.3428 -0.5331
C 6.7531 -1.9073 0.8615
C -3.1829 1.0657 -1.4438
C -1.0684 0.6261 0.0567
C -6.5146 -1.7822 0.5422
C -0.1069 0.7152 -1.1344
C -4.9531 -0.2616 -0.4791
C 6.8110 -1.8867 -0.5379
C -1.4048 -0.8486 0.3890
C 6.3039 -0.6525 1.2018
C -6.6968 0.5666 0.9459
C 3.2513 0.7324 0.5496
C 1.2992 0.2374 -0.7863
C 1.0454 0.7981 1.5011
C -2.3520 1.4430 -0.2129
C -5.4203 -1.5592 -0.2673
C 5.6164 1.3599 -0.1165
H -0.3456 2.3563 1.1080
H 4.0638 0.7747 -1.4598
H -5.2656 1.8202 -0.0104
H -2.9902 1.3765 0.6725
H 7.1138 -2.6667 -1.2079
H 1.0541 -0.2640 1.8065
H 5.7435 1.9008 0.8247
H 7.0042 -2.7150 1.5177
H 1.4783 1.3792 2.3209
H -2.4495 -1.3708 -1.1500
H 1.2788 -0.8390 -0.5460
H -2.0667 2.4904 -0.3367
H -0.0480 1.7542 -1.4641
H -7.1916 1.4032 1.4172
H 1.9361 0.3740 -1.6613
H -6.8655 -2.7914 0.6977
H -8.0139 -0.8927 1.7904
H -2.5393 0.9294 -2.3156
H 6.2059 1.8501 -0.8962
H -0.4748 0.1013 -1.9570
H 6.1091 -0.2072 2.1569
H 3.8111 2.3642 -0.7210
H 3.5144 1.1874 1.5099
H 3.4430 -0.3529 0.6271
H -0.9738 1.0907 2.1726
H -4.9079 -2.3767 -0.7504
H -2.2679 -0.8677 1.0732
H -3.8886 1.8744 -1.6694
H -0.5615 -1.3060 0.9097